Below is a single C4H4O2S molecule, with properties calculated with ωB97M-V/def2-TZVPD.

```
11
Properties=species:S:1:pos:R:3:forces:R:3
C -2.14444 1.85468 0.30647 0.699 -1.471 -0.520
C -1.87887 0.69754 0.13950 -0.606 -0.460 0.208
C 0.92476 -0.29930 0.58181 3.398 0.994 -0.883
C 0.27448 -0.60229 -0.49836 -2.811 -1.217 -0.985
O -2.13260 -1.44940 -1.29642 0.689 0.611 0.765
O -1.63670 -1.66353 1.08781 0.125 -1.048 2.412
S -1.45007 -0.96979 -0.10971 -0.489 0.545 -3.709
H -2.01299 2.86503 0.17778 -0.401 1.870 0.242
H 1.88936 0.20603 0.35305 -0.370 -0.615 0.883
H 0.65870 -0.56671 1.58030 -0.492 0.292 0.413
H 0.44623 -0.59692 -1.59785 0.257 0.501 1.174
```
Forces are in eV/Å.

Properties
highest occupied orbital energy = -10.86 eV
frontier orbital gap = 10.8 eV
energy above the lowest of the compared OMol25 structures with the same formula, charge and spin = 452.1 kJ/mol
total charge = 0
SMILES string = C#CS(=O)(=O)C=C
F_max = 3.78 eV Å⁻¹
LUMO energy = -0.02 eV

Atom charges from the Mulliken analysis, given in e for atoms 1 to 8: atom 1 (C): 0.20, atom 2 (C): -0.56, atom 3 (C): -0.56, atom 4 (C): -0.27, atom 5 (O): -0.62, atom 6 (O): -0.56, atom 7 (S): 1.03, atom 8 (H): 0.40